Below is a molecular structure, C4Br3O3S2, with properties calculated with wB97M-V/def2-TZVPD.

Positions of all 12 atoms, in Å:
C1 -1.219 0.517 0.368
C2 0.310 -0.619 -0.337
C3 -1.630 1.210 -0.681
O1 1.405 0.205 1.838
S1 1.246 -1.088 1.211
O2 2.463 -1.656 0.688
S2 -0.646 1.138 -2.140
Br1 1.975 -0.442 -2.657
O3 0.376 -2.010 1.905
Br2 -2.978 2.548 -0.789
C4 0.544 0.005 -1.457
Br3 -1.846 0.192 2.051

Cartesian forces (eV/Å) of the 3 atoms listed first:
2.585 -2.831 -2.002
-2.691 2.892 4.012
0.571 0.311 0.074

Calculated total energy (eV): -242087.28854
Total charge: -1
Highest occupied orbital energy (eV): -5.7
Gap between HOMO and LUMO (Eh): 0.3043
Multiplicity: 1
Energy relative to the best compared isomer or geometry (same formula, charge and spin) (kcal/mol): 0.0